# 1
A cluster of 2 separate species, C14H26N3O2 in total in a non-equilibrium geometry. Source: the Open Molecules 2025 dataset; level of theory: ωB97M-V/def2-TZVPD.

CARTESIAN COORDINATES (ANGSTROEM)
N1 4.7136 -0.6345 1.5731
C1 3.3432 -0.0549 1.8063
C2 3.1329 1.1671 0.8189
C3 2.3192 2.3698 1.4694
C4 0.8424 2.5194 0.9030
C5 -0.1765 2.4075 2.1340
C6 -0.2201 0.9147 2.5452
C7 0.4091 0.4047 3.7773
C8 0.2930 -1.0611 3.9828
N2 -0.3165 -1.9095 3.1453
N3 -0.8735 -1.3753 2.0954
C9 -1.5891 -2.3394 1.1933
C10 -1.1918 -2.0965 -0.3318
O1 -0.1107 -2.3721 -0.7612
C11 -0.9029 -0.0836 1.6939
H1 5.2727 -0.4912 2.4182
H2 4.6470 -1.6433 1.4302
H3 2.6300 -0.9033 1.6016
H4 3.3306 0.2556 2.8889
H5 2.6674 0.7806 -0.1217
H6 4.1567 1.5283 0.5568
H7 2.2795 2.1774 2.5776
H8 2.8490 3.3318 1.2415
H9 0.6759 3.4341 0.2900
H10 0.6488 1.5983 0.2833
H11 0.0813 3.0861 2.9792
H12 -1.1955 2.6723 1.7379
H13 0.9458 1.0701 4.4830
H14 0.7918 -1.4704 4.8921
H15 -2.6985 -2.2095 1.3113
H16 -1.2524 -3.3742 1.4413
H17 -1.9737 -1.6226 -1.0025
H18 -1.4077 0.2804 0.7752
C12 -1.5315 -1.1382 -4.4613
C13 -2.9456 -0.6580 -4.1750
C14 -3.6932 -0.3374 -5.4590
O2 -2.8935 0.5082 -3.3481
H19 -0.9536 -0.3679 -4.9800
H20 -1.0050 -1.3531 -3.5276
H21 -1.5369 -2.0405 -5.0757
H22 -3.4880 -1.4252 -3.6168
H23 -3.1909 0.4617 -6.0119
H24 -4.7021 0.0159 -5.2371
H25 -3.7646 -1.2153 -6.1040
H26 -2.4163 1.1931 -3.8322

**Net charge**: +1
**Relative energy (zero: lowest compared OMol25 entry of this formula, charge and spin)**: 84.8 kcal/mol
**Orbital gap**: 6.96 eV

Atom charges from the Mulliken analysis, given in e for atoms 1 to 8:
1 N -0.705
2 C -0.092
3 C -0.624
4 C -0.594
5 C -0.502
6 C -1.230
7 C 0.585
8 C -0.303

---

# 2
A cluster of 2 separate species, C14H27BrN2O5P in total in a non-equilibrium geometry. Source: the Open Molecules 2025 dataset; level of theory: ωB97M-V/def2-TZVPD.

CARTESIAN COORDINATES (ANGSTROEM)
C1 -4.5904 0.9972 -2.1302
C2 -3.1897 0.9721 -1.4850
C3 -3.0242 2.2779 -0.6871
C4 -3.1144 -0.2746 -0.6177
C5 -1.7541 -0.4118 0.1293
C6 -0.7363 -0.9695 -0.8020
N1 -0.8751 -2.0853 -1.5944
C7 0.2265 -2.2616 -2.3072
N2 1.0730 -1.3078 -2.0144
C8 2.3903 -1.1929 -2.6606
C9 2.4091 -0.2069 -3.8533
C10 1.1498 0.6274 -4.0433
Br1 3.9217 1.0165 -3.7255
C11 0.4954 -0.4896 -1.0474
P1 1.4649 0.9438 -0.4039
O1 2.4782 0.3204 0.7552
O2 0.4200 1.9505 0.3399
H1 -5.3380 1.0131 -1.3381
H2 -4.7055 1.9290 -2.6814
H3 -4.7480 0.1815 -2.8326
H4 -2.4769 0.9448 -2.3138
H5 -3.5015 3.0765 -1.2473
H6 -3.5881 2.1834 0.2416
H7 -1.9842 2.5137 -0.4868
H8 -3.9419 -0.3641 0.0809
H9 -3.1801 -1.1267 -1.3006
H10 -1.4138 0.5896 0.3700
H11 -1.8468 -0.9879 1.0465
H12 -1.6941 -2.6730 -1.6406
H13 0.3260 -3.0805 -2.9964
H14 2.6091 -2.1825 -3.0512
H15 3.1651 -0.9799 -1.9347
H16 2.5512 -0.7838 -4.7599
H17 0.2304 0.0403 -4.0058
H18 1.0820 1.3598 -3.2393
H19 1.1813 1.1753 -4.9787
H20 2.6983 -0.5716 0.4504
H21 0.9546 2.5046 0.9303
C12 1.4686 -2.1444 6.5441
O3 2.4987 -1.2991 6.0257
C13 2.0782 -0.3916 5.1502
O4 0.9434 -0.2401 4.7746
O5 3.1315 0.3228 4.7535
C14 2.8165 1.3466 3.8116
H22 1.9458 -2.8294 7.2386
H23 0.7227 -1.5581 7.0770
H24 1.0010 -2.7154 5.7439
H25 2.1282 2.0710 4.2465
H26 2.3964 0.9168 2.9064
H27 3.7454 1.8535 3.5631

**Net charge**: +1
**Orbital gap**: 8.74 eV

Atom charges from the Mulliken analysis, given in e for atoms 1 to 8:
1 C -1.668
2 C 0.993
3 C -1.320
4 C -1.064
5 C -0.512
6 C 0.922
7 N 0.043
8 C -0.210

---

# 3
A cluster of 8 separate species, C14H27F4N3O14 in total in a non-equilibrium geometry. Source: the Open Molecules 2025 dataset; level of theory: ωB97M-V/def2-TZVPD.

CARTESIAN COORDINATES (ANGSTROEM)
N1 0.1180 1.1688 -6.1363
H1 1.0845 1.3445 -5.9015
H2 0.1387 0.5654 -6.9459
H3 -0.4032 2.0304 -6.2148
H4 -0.0824 0.6676 -5.2826
N2 -0.0464 6.1201 -1.9446
H5 -0.3275 6.0883 -2.9142
H6 -0.6581 6.6763 -1.3645
H7 0.9063 6.4554 -1.9414
H8 0.0001 5.1591 -1.6374
N3 4.5638 3.4784 -3.0118
H9 4.5146 3.0138 -3.9072
H10 4.6231 4.4863 -2.9851
H11 5.3522 3.2465 -2.4247
H12 3.7450 3.2443 -2.4688
C1 0.8650 -0.2027 -0.0785
C2 0.4542 0.5914 -1.3391
O1 0.9292 1.7502 -1.4917
O2 -0.3111 0.1095 -2.1705
H13 -0.0016 -0.4564 0.5320
H14 1.5751 0.3438 0.5422
H15 1.2911 -1.1591 -0.3816
C3 0.7625 3.5071 3.8966
C4 1.7823 4.2933 4.6950
O3 1.4490 5.5917 4.3651
C5 0.6035 5.6464 3.3005
O4 0.4700 6.6099 2.5350
O5 0.1609 4.4443 3.0556
F1 3.0310 4.0014 4.2840
H16 -0.0201 3.3751 4.6438
H17 1.3520 2.6793 3.5025
H18 1.5545 4.2352 5.7593
C6 -5.2805 -2.3095 -1.1285
C7 -5.1219 -1.0770 -0.2299
O6 -5.2446 -1.6117 1.0758
C8 -5.7780 -2.8440 1.1273
O7 -6.0173 -3.4742 2.1696
O8 -5.9076 -3.2840 -0.2558
F2 -6.0535 -0.2809 -0.5138
H19 -4.3608 -2.7423 -1.5219
H20 -5.9598 -2.1250 -1.9607
H21 -4.2422 -0.5024 -0.5196
C9 1.9516 -4.8234 -2.9391
C10 1.4429 -4.7205 -4.3131
O9 1.5430 -6.1194 -4.6844
C11 2.2618 -6.8043 -3.8600
O10 2.4706 -8.0251 -4.1044
O11 2.5994 -6.0584 -2.8557
F3 2.1387 -3.8199 -5.0711
H22 1.1972 -4.7444 -2.1563
H23 2.6978 -4.0651 -2.7020
H24 0.4555 -4.2652 -4.2367
C12 -0.5949 -3.4989 6.0804
C13 -1.2229 -2.3777 5.2588
O12 -0.4763 -1.2349 5.6001
C14 0.6963 -1.6084 6.0704
O13 1.6687 -0.8668 6.2867
O14 0.7530 -2.9371 6.1243
F4 -2.4762 -2.2265 5.6501
H25 -0.5255 -4.5357 5.7513
H26 -0.9357 -3.6110 7.1097
H27 -1.1550 -2.5119 4.1792

**Net charge**: +2
**Relative energy (zero: lowest compared OMol25 entry of this formula, charge and spin)**: 149.6 kcal/mol
**Orbital gap**: 5.27 eV

Atom charges from the Mulliken analysis, given in e for atoms 1 to 8:
1 N -0.465
2 H 0.342
3 H 0.399
4 H 0.369
5 H 0.328
6 N -0.474
7 H 0.381
8 H 0.387

---

# 4
A structure of composition C14H27N2V in a non-equilibrium geometry. Source: the Open Molecules 2025 dataset; level of theory: ωB97M-V/def2-TZVPD.

CARTESIAN COORDINATES (ANGSTROEM)
V1 0.2050 0.0141 0.2881
C1 2.1356 -0.1070 -0.9735
C2 2.3742 0.5850 0.2463
C3 2.0605 -0.3042 1.3223
C4 1.5935 -1.5308 0.7711
C5 1.6474 -1.4118 -0.6563
C6 1.4327 -2.4824 -1.6575
C7 1.2234 -2.7402 1.5506
C8 2.2320 -0.0308 2.7706
C9 2.9298 1.9500 0.4093
C10 2.5232 0.3104 -2.3469
H1 2.3881 -2.7087 -2.1374
H2 0.7499 -2.1814 -2.4539
H3 1.0604 -3.3971 -1.2052
H4 2.1187 -3.1910 1.9799
H5 0.7504 -3.4921 0.9234
H6 0.5608 -2.4997 2.3860
H7 2.7881 -0.8467 3.2348
H8 1.2707 0.0290 3.2960
H9 2.7757 0.8942 2.9447
H10 3.9273 1.8868 0.8475
H11 2.3216 2.5488 1.0918
H12 3.0119 2.4771 -0.5377
H13 1.7568 0.0896 -3.0894
H14 3.4033 -0.2669 -2.6439
H15 2.7826 1.3640 -2.4059
N1 -0.5433 0.6129 -1.5719
C11 -1.9973 0.8176 -1.7533
C12 -2.5258 2.0522 -1.0154
C13 -3.1154 1.8017 0.3725
C14 -2.0992 1.4082 1.4387
N2 -1.5591 0.0491 1.2100
H16 -0.0739 1.4867 -1.8366
H17 -0.2549 -0.0819 -2.2642
H18 -2.5190 -0.0917 -1.4336
H19 -2.1941 0.9411 -2.8259
H20 -3.3220 2.4841 -1.6232
H21 -1.7338 2.8037 -0.9387
H22 -3.9094 1.0517 0.3121
H23 -3.5859 2.7296 0.6970
H24 -2.5866 1.4650 2.4217
H25 -1.2566 2.1212 1.4371
H26 -2.3314 -0.5568 0.9070
H27 -1.2573 -0.3306 2.1182

**Net charge**: +2
**Multiplicity**: 3
**Orbital gap (spin up / spin down)**: 8.32 / 8.77 eV

Atom charges from the Mulliken analysis, given in e for atoms 1 to 8:
1 V 0.417
2 C 0.355
3 C 1.211
4 C 0.657
5 C 0.683
6 C 0.725
7 C -1.744
8 C -1.656

---

# 5
The ion C14H27N4O3 with charge +1 in a non-equilibrium geometry. Source: the Open Molecules 2025 dataset; level of theory: ωB97M-V/def2-TZVPD.

CARTESIAN COORDINATES (ANGSTROEM)
C1 -4.4965 0.5013 0.1842
N1 -3.4090 -0.3733 0.6452
C2 -2.1029 -0.2357 0.4214
O1 -1.6955 0.6601 -0.3159
C3 -1.1356 -1.3512 0.8530
C4 -0.9527 -2.3909 -0.2873
C5 -0.3368 -1.8283 -1.5902
C6 -1.2946 -1.3003 -2.6590
C7 -0.6868 -0.1851 -3.5295
N2 -0.5845 1.1010 -2.7855
N3 0.1657 -0.8100 1.2727
C8 0.3853 0.0448 2.2788
O2 -0.5140 0.3361 3.0298
C9 1.7699 0.7488 2.3042
C10 2.8696 -0.0790 2.9645
C11 4.0183 -0.2431 1.9929
C12 3.3272 0.0410 0.6431
N4 2.1766 0.8916 0.8968
C13 1.5526 1.6157 -0.0334
C14 0.7298 2.8093 0.4374
O3 1.6679 1.3818 -1.2311
H1 -4.3128 0.8559 -0.8423
H2 -4.5804 1.3789 0.8131
H3 -5.4123 -0.0269 0.2176
H4 -3.6791 -1.0154 1.3679
H5 -1.5824 -1.8733 1.7191
H6 -0.2445 -3.1206 0.0893
H7 -1.8724 -2.9258 -0.5087
H8 0.4064 -1.0648 -1.3434
H9 0.2850 -2.5879 -2.0429
H10 -1.5429 -2.1202 -3.3328
H11 -2.2148 -0.9096 -2.1911
H12 -1.3872 -0.0879 -4.3989
H13 0.3100 -0.4764 -3.8983
H14 0.2209 1.1250 -2.1226
H15 -0.4541 1.8896 -3.4224
H16 -1.3625 1.2488 -2.1793
H17 0.9352 -1.0008 0.6677
H18 1.6855 1.7082 2.7906
H19 2.4210 -1.0406 3.1990
H20 3.1816 0.4318 3.8856
H21 4.7513 0.5617 2.1792
H22 4.4744 -1.1946 2.0619
H23 4.0038 0.5360 -0.0403
H24 2.9921 -0.8993 0.2231
H25 -0.1943 2.4765 0.8255
H26 1.2625 3.3416 1.1684
H27 0.4559 3.4554 -0.3770

**Net charge**: +1
**SMILES**: CNC(=O)[C@@H](CCCC[NH3+])NC(=O)[C@H]1CCCN1C(C)=O
**Relative energy (zero: lowest compared OMol25 entry of this formula, charge and spin)**: 0.0 kcal/mol
**Orbital gap**: 10.01 eV

Atom charges from the Mulliken analysis, given in e for atoms 1 to 8:
1 C -0.867
2 N -0.150
3 C -0.417
4 O -0.690
5 C 0.504
6 C -1.549
7 C -0.146
8 C -0.514

---

# 6
A structure of composition C14H28AlBrCaClF4O7S2 in a non-equilibrium geometry. Source: the Open Molecules 2025 dataset; level of theory: ωB97M-V/def2-TZVPD.

CARTESIAN COORDINATES (ANGSTROEM)
C1 -4.2344 1.2974 -0.2173
C2 -4.9228 1.7910 1.2131
C3 -3.8425 1.3274 2.3972
C4 -4.6302 0.2005 3.3006
C5 -3.6629 -0.3984 4.4856
C6 -2.5867 -1.5429 3.9156
C7 -1.1060 -0.9122 3.5619
C8 -0.2486 -1.7669 2.4522
C9 -0.8928 -1.7417 0.9321
O1 0.0265 -1.2202 -0.1015
S1 -0.3436 0.4431 -0.4319
O2 -0.1998 1.1718 0.9254
O3 0.8351 0.9105 -1.5699
S2 1.7061 2.2914 -1.0804
C10 3.0267 1.9251 0.2465
O4 2.5371 2.7467 -2.3427
O5 0.8170 3.5207 -0.7142
H1 -4.9786 1.3621 -1.1246
H2 -3.8993 0.1538 -0.1601
H3 -3.2908 1.9389 -0.4811
H4 -5.0893 2.9597 1.2271
H5 -5.9634 1.2762 1.3611
H6 -2.9043 0.8011 1.8918
H7 -3.4197 2.2357 3.0046
H8 -5.0164 -0.6292 2.5375
H9 -5.5554 0.7472 3.8112
H10 -4.3611 -0.9799 5.2328
H11 -3.1231 0.5236 4.9804
H12 -2.4127 -2.2736 4.8420
H13 -3.0512 -2.1987 3.0614
H14 -0.4938 -0.9161 4.5727
H15 -1.2517 0.2207 3.2302
H16 -0.0406 -2.8836 2.8136
H17 0.8247 -1.2624 2.3662
H18 -1.9156 -1.1677 0.8713
H19 -1.1068 -2.8744 0.6312
H20 3.7606 2.8616 0.2349
H21 3.6500 1.0148 -0.1669
H22 2.5707 1.7462 1.3095
C11 2.9122 0.0612 -3.7639
C12 4.3734 0.4639 -3.7251
O6 5.2662 -0.6437 -3.6804
C13 5.5838 -1.3474 -4.9140
O7 5.9828 -0.4952 -5.8535
C14 4.4443 -2.3312 -5.3937
F1 3.8477 -2.9406 -4.3278
F2 4.9459 -3.3460 -6.1549
F3 3.4503 -1.7586 -6.1145
H23 2.7163 -0.7918 -3.1076
H24 2.2786 0.8991 -3.4565
H25 2.6048 -0.2129 -4.7736
H26 4.5370 1.0035 -2.7850
H27 4.6175 1.1735 -4.5226
H28 6.3375 -2.0608 -4.5463
Ca1 1.5239 -1.6854 -2.7286
Br1 -1.8812 0.3858 5.8414
Al1 1.2563 -2.9796 1.5329
F4 4.2496 3.2297 1.7739
Cl1 -4.2572 0.6772 -2.3191

**Net charge**: +1
**Orbital gap**: 1.90 eV

Atom charges from the Mulliken analysis, given in e for atoms 1 to 8:
1 C -0.584
2 C -0.610
3 C 0.343
4 C -0.721
5 C -0.264
6 C -0.730
7 C -0.659
8 C 0.125

---

# 7
A cluster of 2 separate species, C14H28BCl2N5O7PS in total in a non-equilibrium geometry. Source: the Open Molecules 2025 dataset; level of theory: ωB97M-V/def2-TZVPD.

CARTESIAN COORDINATES (ANGSTROEM)
C1 2.2055 2.6289 1.3863
O1 1.6858 1.4316 1.9842
B1 0.7566 0.7016 1.3555
O2 0.0053 -0.2206 2.0169
N1 0.3923 0.8794 -0.1066
C2 -0.7786 1.7623 -0.2338
C3 -2.0445 0.9828 -0.4624
O3 -3.0310 1.2955 0.1257
C4 0.8750 0.4017 -1.2452
N2 0.3398 0.7626 -2.4322
C5 1.0286 0.1611 -3.3684
C6 0.7269 0.3222 -4.8218
C7 -0.3740 1.3514 -5.0760
C8 0.0195 2.6281 -5.7552
N3 -1.5787 1.1592 -4.7397
N4 2.0124 -0.6022 -2.8378
P1 3.1828 -1.5555 -3.7065
O4 4.5593 -1.2863 -3.2891
N5 1.9071 -0.4702 -1.4551
C9 2.8460 -1.2202 -0.6370
Cl1 3.9511 -0.1268 0.1897
C10 2.2409 -2.3822 0.2137
C11 0.7740 -2.6551 -0.0609
Cl2 2.5628 -2.2558 1.9486
H1 2.9725 3.0079 2.0496
H2 1.4256 3.3753 1.2793
H3 2.6763 2.4137 0.4324
H4 -0.3683 0.1058 2.8525
H5 -0.9462 2.2602 0.7188
H6 -0.6230 2.5437 -0.9714
H7 -2.0162 0.1029 -1.1175
H8 1.6371 0.6462 -5.3229
H9 0.4368 -0.6293 -5.2647
H10 -0.2318 3.4667 -5.1128
H11 -0.5452 2.7285 -6.6766
H12 1.0793 2.6701 -5.9800
H13 -1.7055 0.2529 -4.2927
H14 2.8989 -1.2192 -5.0296
H15 2.7686 -2.8635 -3.4336
H16 3.5198 -1.7064 -1.3308
H17 2.7856 -3.2750 -0.0719
H18 0.4543 -3.4855 0.5551
H19 0.6840 -2.9952 -1.0959
H20 0.1259 -1.7981 0.0598
O5 -2.6742 0.9247 5.8959
S1 -2.0721 -0.2702 5.3960
O6 -0.9778 -0.1634 4.4691
O7 -3.1993 -1.1876 4.7603
C12 -4.0618 -0.5368 3.7916
C13 -3.3384 -0.3782 2.4770
C14 -1.6173 -1.3298 6.7177
H21 -4.3935 0.4240 4.1852
H22 -4.9401 -1.1699 3.6957
H23 -2.5129 0.3221 2.5750
H24 -4.0124 -0.0110 1.7106
H25 -2.9257 -1.3382 2.1617
H26 -2.4702 -1.4397 7.3804
H27 -0.7881 -0.8535 7.2355
H28 -1.3096 -2.2878 6.3082

**Net charge**: +1
**Relative energy (zero: lowest compared OMol25 entry of this formula, charge and spin)**: 0.0 kcal/mol
**Orbital gap**: 9.29 eV

Atom charges from the Mulliken analysis, given in e for atoms 1 to 8:
1 C -0.640
2 O -0.487
3 B 1.369
4 O -0.658
5 N 0.378
6 C -1.020
7 C -0.062
8 O -0.478

---

# 8
A structure of composition C14H28BeBr3Cl4F3MgN3O6S in a non-equilibrium geometry. Source: the Open Molecules 2025 dataset; level of theory: ωB97M-V/def2-TZVPD.

CARTESIAN COORDINATES (ANGSTROEM)
C1 3.4899 -2.4133 4.1487
C2 2.8266 -1.0913 3.4418
N1 1.3258 -0.9717 3.5786
C3 0.8009 -0.0579 4.6685
C4 -0.6357 -0.8631 4.9544
N2 -0.2695 -2.3271 4.6637
C5 0.4823 -2.2009 3.3274
N3 0.3402 -3.0311 2.2435
H1 2.9063 -3.4141 3.9853
H2 3.7057 -2.2931 5.3045
H3 4.5530 -2.5677 3.6277
H4 3.2860 -0.1477 4.0115
H5 3.1424 -1.0177 2.3155
H6 1.4010 -0.1917 5.6654
H7 0.5181 1.0373 4.3176
H8 -1.0516 -0.8273 6.0532
H9 -1.4236 -0.6407 4.0861
H10 0.5515 -2.4441 5.3109
H11 0.9208 -2.9848 1.3642
H12 -0.3734 -3.8157 2.3260
F1 3.1764 -0.9616 0.4213
Cl1 -0.4236 1.6812 2.8642
Be1 2.5764 -3.7869 1.4051
Cl2 1.0573 0.6812 -0.4068
C6 1.6153 2.0121 -1.4497
C7 2.8577 1.6391 -2.2431
Cl3 4.2903 1.4517 -1.2009
H13 1.7887 2.8893 -0.8184
H14 0.7937 2.2435 -2.1343
H15 3.0913 2.4297 -2.9617
H16 2.7169 0.7056 -2.7967
C8 -0.8628 0.6053 -4.8162
C9 -0.8579 0.9236 -6.2724
O1 -0.1649 2.1492 -6.3394
C10 0.6937 2.1294 -5.2816
O2 1.6460 2.8817 -5.1588
O3 0.3622 1.1576 -4.3775
F2 -2.1157 1.1202 -6.7273
H17 -1.6893 1.0843 -4.2806
H18 -0.8982 -0.4707 -4.6258
H19 -0.3490 0.1784 -6.8930
O4 -3.2844 0.3487 -2.6536
S1 -4.2711 -0.0155 -1.6608
O5 -4.4293 -1.3802 -1.1992
O6 -5.7253 0.5488 -2.1334
C11 -6.2340 0.1362 -3.3960
C12 -6.6907 -1.3115 -3.3734
C13 -4.0624 1.0208 -0.2336
H20 -5.4890 0.3047 -4.1812
H21 -7.0939 0.7762 -3.6230
H22 -5.8494 -1.9903 -3.2044
H23 -7.1553 -1.5882 -4.3232
H24 -7.4082 -1.4773 -2.5634
H25 -3.9772 2.0593 -0.5551
H26 -3.1469 0.7071 0.2741
H27 -4.9186 0.8859 0.4316
C14 5.5572 2.4440 3.0044
Br1 6.7137 0.8933 3.2095
Br2 6.5029 3.9540 2.2236
Br3 3.9385 2.0139 2.0150
H28 5.2466 2.7464 4.0098
Cl4 -0.7082 -5.3848 1.4466
F3 0.1918 3.5378 1.7805
Mg1 6.4918 0.2902 -0.5957

**Net charge**: +1
**Orbital gap**: 2.39 eV

Atom charges from the Mulliken analysis, given in e for atoms 1 to 8:
1 C -0.963
2 C -0.101
3 N 0.857
4 C -0.749
5 C -0.283
6 N -0.477
7 C 0.016
8 N -0.025